Molecular formula: C4H8N3O2
Method: DFT, ωB97M-V/def2-TZVPD

HOMO (eV): -13.988
ΔE to the lowest compared entry with this formula, charge and spin (kcal per mole): 140.2
Orbital gap (eV): 9.2

```
! wB97M-V def2-TZVPD RIJCOSX def2/J DEFGRID3
* xyz 1 1
C 0.242 -0.033 0.109
C 1.709 -0.226 0.016
C -1.698 -1.563 -0.141
C -0.334 1.852 -0.165
N 0.670 -2.221 0.168
N -0.308 -1.209 0.137
N 0.434 2.805 0.319
O 2.560 0.633 0.002
O 1.856 -1.573 -0.019
H -2.124 -1.873 0.868
H -1.653 -2.493 -0.663
H -2.025 -0.729 -0.673
H -1.303 1.865 0.086
H -0.179 1.695 -1.159
H 0.509 -3.026 -0.326
H 1.483 2.737 0.248
H 0.161 3.360 1.192
*
```



Molecular formula: C4H8N3O3
Method: DFT, ωB97M-V/def2-TZVPD

HOMO (eV): -14.925
ΔE to the lowest compared entry with this formula, charge and spin (kcal per mole): 0.0
Orbital gap (eV): 10.9

```
! wB97M-V def2-TZVPD RIJCOSX def2/J DEFGRID3
* xyz 1 1
C 1.853 0.063 -0.410
C 0.018 -0.557 0.804
C 2.312 -1.006 0.521
C 1.182 -1.258 1.466
N -2.434 1.144 -0.557
N -3.592 1.394 -0.818
N 0.434 0.111 -0.259
O 2.240 0.732 -1.316
O -1.184 -0.519 1.293
O -1.377 1.552 -1.333
H 2.207 -1.916 -0.178
H 3.377 -0.789 0.837
H 1.404 -0.907 2.434
H 0.942 -2.261 1.666
H -1.783 -0.206 0.549
H -3.931 1.738 -1.645
H -0.011 0.584 -0.982
H -1.657 2.101 -2.073
*
```



Molecular formula: C4H8N3OS
Method: DFT, ωB97M-V/def2-TZVPD

HOMO (eV): -13.561
ΔE to the lowest compared entry with this formula, charge and spin (kcal per mole): 41.1
Orbital gap (eV): 8.4

```
! wB97M-V def2-TZVPD RIJCOSX def2/J DEFGRID3
* xyz 1 1
C 0.580 -0.935 -1.831
C -0.636 1.060 1.172
C 1.569 -0.342 0.525
C 0.130 0.144 0.113
N -2.022 0.790 1.008
N -0.293 -0.243 -0.992
N 0.134 -1.471 -2.951
O -0.192 0.992 2.627
S 2.099 -1.234 -1.060
H -0.385 2.069 0.875
H 2.326 0.455 0.638
H 1.531 -1.077 1.299
H -2.163 -0.175 0.900
H -2.395 1.217 1.834
H -0.597 -1.088 -3.522
H 0.827 -1.941 -3.572
H -0.517 1.779 2.937
*
```



Molecular formula: C4H8N3S
Method: DFT, ωB97M-V/def2-TZVPD

SMILES: SN[C@@H]1CC=NC=[NH+]1
HOMO (eV): -13.400
ΔE to the lowest compared entry with this formula, charge and spin (kcal per mole): 65.8
Orbital gap (eV): 7.9

```
! wB97M-V def2-TZVPD RIJCOSX def2/J DEFGRID3
* xyz 1 1
C -1.234 -0.164 0.867
C 0.099 -1.874 0.335
C -1.135 0.307 -0.488
C 0.379 0.258 -0.871
N -0.772 -1.342 1.165
N 0.685 -1.252 -0.657
N 1.199 1.132 -0.087
S 0.710 1.705 1.450
H -1.976 0.311 1.550
H 0.117 -2.900 0.622
H -1.814 -0.382 -1.150
H -1.389 1.301 -0.554
H 0.618 0.387 -1.881
H 1.413 -1.685 -1.128
H 2.145 1.113 -0.268
H 0.955 3.085 1.094
*
```



Molecular formula: C4H8N4
Method: DFT, ωB97M-V/def2-TZVPD

SMILES: [H]/N=C(C)\C(N)=N\[H].C#N
HOMO (eV): -8.862
ΔE to the lowest compared entry with this formula, charge and spin (kcal per mole): 82.3
Orbital gap (eV): 8.9

```
! wB97M-V def2-TZVPD RIJCOSX def2/J DEFGRID3
* xyz 0 1
C -1.410 -0.354 0.770
C 0.307 0.012 -1.139
C -0.629 0.697 0.010
N 0.796 -1.250 -0.926
C 1.383 0.696 2.166
N 1.675 -0.217 1.500
N 0.239 0.566 -2.278
N -1.276 1.731 -0.362
H 0.879 -1.573 0.024
H 1.573 -1.525 -1.510
H 0.866 0.180 -2.983
H -1.322 1.849 -1.377
H 1.695 1.037 3.133
H -2.286 0.104 1.224
H -0.767 -0.734 1.561
H -1.722 -1.219 0.189
*
```



Molecular formula: C4H8N4
Method: DFT, ωB97M-V/def2-TZVPD

SMILES: C1=C\NNCC\N=N/1
HOMO (eV): -8.859
ΔE to the lowest compared entry with this formula, charge and spin (kcal per mole): 125.1
Orbital gap (eV): 9.2

```
! wB97M-V def2-TZVPD RIJCOSX def2/J DEFGRID3
* xyz 0 1
C 0.298 -1.309 1.113
C 1.358 -0.305 0.579
C -0.028 1.189 -1.453
C -1.021 1.278 -0.577
H 0.013 -1.218 2.213
H 0.458 -2.427 1.037
H 2.372 -0.458 1.122
H 1.017 0.656 0.837
H -0.105 1.911 -2.248
H -1.653 2.090 -0.621
H -2.422 0.248 0.484
H -0.523 -0.722 -0.765
N 1.538 -0.465 -0.876
N 0.946 0.105 -1.791
N -1.330 0.387 0.582
N -0.917 -0.960 0.364
*
```



Molecular formula: C4H8N4
Method: DFT, ωB97M-V/def2-TZVPD

SMILES: C1=C\NNCC\N=N/1
HOMO (eV): -8.376
ΔE to the lowest compared entry with this formula, charge and spin (kcal per mole): 147.7
Orbital gap (eV): 8.6

```
! wB97M-V def2-TZVPD RIJCOSX def2/J DEFGRID3
* xyz 0 1
C -0.789 0.128 -1.223
C 0.746 0.350 -1.165
C 0.924 -0.616 1.142
C -0.014 0.326 1.633
H -0.605 -0.822 -1.847
H -1.308 1.017 -1.715
H 1.161 0.787 -2.018
H 0.961 1.085 -0.356
H 1.764 -0.603 1.947
H 0.297 1.024 2.454
H -2.115 0.945 1.218
H -0.917 -1.353 0.335
N 1.208 -0.985 -1.154
N 1.257 -1.541 0.009
N -1.090 0.663 0.845
N -1.479 -0.405 -0.104
*
```



Molecular formula: C4H8N4
Method: DFT, ωB97M-V/def2-TZVPD

SMILES: [H]/N=C(\C=C)N/C=N/N
HOMO (eV): -8.437
ΔE to the lowest compared entry with this formula, charge and spin (kcal per mole): 112.2
Orbital gap (eV): 9.4

```
! wB97M-V def2-TZVPD RIJCOSX def2/J DEFGRID3
* xyz 0 1
C -0.948 -1.282 -0.724
C 0.782 0.235 0.539
C 1.975 0.398 1.489
C 2.174 1.611 2.118
H -3.009 -1.448 -1.591
H -3.220 0.135 -2.414
H -1.160 -2.442 -1.049
H -0.049 -1.479 1.306
H 1.014 2.038 -0.083
H 2.875 -0.404 1.484
H 1.684 2.484 1.902
H 3.108 1.685 2.802
N -2.556 -0.708 -2.206
N -1.618 -0.316 -1.229
N 0.041 -0.989 0.360
N 0.543 1.107 -0.194
*
```